No. 1
Computed, not measured: a structure of composition C16H24AuF4N2O, with ωB97M-V/def2-TZVPD.

**Net charge**: +1
**Orbital gap (spin up / spin down)**: 9.59 / 6.05 eV
**Max |F|**: 0.1 eV Å⁻¹
**Spin multiplicity**: 3
**LUMO (spin up / spin down)**: -2.508 / -6.100 eV
**Expectation value of S²**: 2.0478

XYZ file:
```
48
Properties=species:S:1:pos:R:3:forces:R:3
Au 0.773 -0.343 0.514 0.0 0.0 -0.1
C 1.376 2.665 2.132 0.0 0.0 0.0
C 0.165 2.601 1.222 0.0 0.0 0.0
N 0.361 1.821 -0.026 0.0 0.0 0.0
C -0.828 1.899 -0.911 0.0 0.0 0.0
C -2.134 1.521 -0.236 0.0 0.0 0.0
C 1.608 2.124 -0.746 0.0 0.1 0.0
C 1.952 1.081 -1.797 0.1 0.0 0.0
N 1.948 -0.260 -1.206 -0.1 0.0 0.0
C 2.520 -1.298 -1.830 0.0 0.0 0.0
C 2.648 -2.544 -1.144 0.0 0.0 0.0
F 2.208 -2.643 0.108 0.0 0.0 0.0
C 3.244 -3.637 -1.718 0.0 0.0 0.0
F 3.346 -4.755 -1.014 0.0 0.0 0.0
C 3.741 -3.583 -3.011 0.0 0.0 0.0
C 3.624 -2.396 -3.716 0.0 0.0 0.0
F 4.072 -2.322 -4.961 0.0 0.0 0.0
C 3.038 -1.282 -3.161 0.0 0.0 0.0
F 2.922 -0.195 -3.916 0.0 0.0 0.0
H 1.056 3.085 3.085 0.0 0.0 0.0
H 2.174 3.300 1.751 0.0 0.0 0.0
H 1.767 1.667 2.340 0.0 0.0 0.0
H -0.162 3.607 0.933 0.0 0.0 0.0
H -0.647 2.112 1.754 0.0 0.0 0.0
H -0.652 1.237 -1.758 0.0 0.0 0.0
H -0.877 2.923 -1.300 0.0 0.0 0.0
H -2.052 0.562 0.276 0.0 0.0 0.0
H -2.907 1.446 -0.999 0.0 0.0 0.0
H -2.457 2.267 0.487 0.0 0.0 0.0
H 2.414 2.163 -0.017 0.0 0.0 0.0
H 1.540 3.107 -1.225 0.0 0.0 0.0
H 2.939 1.318 -2.194 0.0 0.0 0.0
H 1.262 1.108 -2.642 0.0 0.0 0.0
H 4.207 -4.449 -3.462 0.0 0.0 0.0
C -1.135 -2.544 1.912 0.0 0.0 0.0
C -0.593 -1.442 2.819 0.0 0.0 0.0
C 0.733 -1.862 3.445 0.0 0.0 0.0
C -1.610 -1.091 3.897 0.0 0.0 0.0
O -0.411 -0.237 2.068 0.0 0.0 0.0
H -1.328 -3.457 2.477 0.0 0.0 0.0
H -0.415 -2.795 1.125 0.0 0.0 0.0
H -2.067 -2.225 1.443 0.0 0.0 0.0
H 0.617 -2.753 4.063 0.0 0.0 0.0
H 1.128 -1.056 4.064 0.0 0.0 0.0
H 1.472 -2.094 2.669 0.0 0.0 0.0
H -1.810 -1.955 4.532 0.0 0.0 0.0
H -2.547 -0.770 3.442 0.0 0.0 0.0
H -1.231 -0.282 4.522 0.0 0.0 0.0
```
Forces are in eV/Å.

***

No. 2
Computed, not measured: a structure of composition C16H24BLaN5S3Si, with ωB97M-V/def2-TZVPD.

**Net charge**: +1
**Relative energy (zero: lowest compared OMol25 entry of this formula, charge and spin)**: 0.0 kcal/mol
**Orbital gap**: 7.31 eV
**Max |F|**: 0.7 eV Å⁻¹
**LUMO**: -3.978 eV

XYZ file:
```
51
Properties=species:S:1:pos:R:3:forces:R:3
La -0.755 -0.489 -0.095 -0.6 -0.3 0.1
C 2.258 4.618 1.708 0.0 0.0 0.2
Si 2.955 4.073 0.078 -0.1 -0.1 0.0
C 4.757 4.535 -0.008 0.1 0.0 0.0
C 2.056 4.825 -1.359 -0.1 0.1 -0.1
C 2.866 2.171 -0.052 0.1 0.0 0.0
C 4.040 1.436 -0.164 0.1 -0.1 0.0
C 4.051 0.042 -0.262 -0.1 0.1 0.0
C 2.840 -0.599 -0.251 0.0 0.0 0.0
N 1.681 0.075 -0.152 0.3 0.0 -0.1
C 1.678 1.422 -0.052 -0.1 0.1 0.0
S 0.063 2.168 0.069 0.2 -0.2 0.1
H 2.385 5.698 1.810 0.0 0.0 0.0
H 2.790 4.143 2.536 0.0 0.0 0.0
H 1.198 4.391 1.804 0.0 0.0 0.0
H 4.850 5.621 0.058 0.0 0.0 0.0
H 5.222 4.230 -0.947 0.0 0.0 0.0
H 5.335 4.114 0.818 0.0 0.0 0.0
H 2.168 5.912 -1.327 0.0 0.0 0.0
H 0.990 4.595 -1.350 0.0 0.0 0.0
H 2.476 4.477 -2.305 0.0 0.0 0.0
H 4.989 1.959 -0.170 0.0 0.0 0.0
H 4.971 -0.517 -0.343 0.0 0.0 0.0
H 2.758 -1.678 -0.323 0.0 0.0 0.0
C 0.143 -3.170 -3.120 0.0 0.0 0.1
N -1.203 -3.212 -2.562 0.1 0.0 -0.1
C -2.356 -3.334 -3.307 0.0 0.0 0.0
C -3.367 -3.508 -2.425 0.0 0.0 0.0
N -2.840 -3.515 -1.158 -0.1 0.0 0.1
B -3.726 -3.827 0.108 0.0 0.0 0.0
N -3.442 -2.810 1.278 0.0 -0.1 -0.1
C -3.305 -3.226 2.579 0.0 0.0 0.0
C -3.187 -2.133 3.367 0.0 0.0 0.0
N -3.230 -1.039 2.530 0.0 0.1 0.1
C -3.296 0.348 2.980 0.0 0.0 -0.1
C -3.407 -1.474 1.254 0.1 0.1 -0.1
S -3.577 -0.416 -0.110 -0.2 0.1 -0.1
C -1.519 -3.343 -1.247 0.1 0.0 0.1
S -0.356 -3.314 0.042 0.2 0.0 0.0
H 0.052 -3.109 -4.201 0.0 0.0 0.0
H 0.693 -4.066 -2.842 0.0 0.0 0.0
H 0.701 -2.304 -2.761 0.0 0.0 0.0
H -2.345 -3.289 -4.381 0.0 0.0 0.0
H -4.423 -3.626 -2.587 0.0 0.0 0.0
H -4.868 -3.724 -0.257 0.1 0.0 0.1
H -3.448 -4.915 0.542 0.0 0.1 -0.1
H -3.301 -4.271 2.829 0.0 0.0 0.0
H -3.077 -2.029 4.431 0.0 0.0 0.0
H -3.166 0.352 4.058 0.0 0.0 0.0
H -4.259 0.780 2.717 0.0 0.0 0.0
H -2.514 0.958 2.525 0.0 0.0 0.0
```
Forces are in eV/Å.

***

No. 3
Computed, not measured: a cluster of 2 separate species, C16H24BNO6 in total at a distorted geometry, with ωB97M-V/def2-TZVPD.

**Orbital gap**: 6.84 eV
**Max |F|**: 5.2 eV Å⁻¹
**LUMO**: 0.237 eV

XYZ file:
```
48
Properties=species:S:1:pos:R:3:forces:R:3
C 2.731 -2.328 -4.206 0.6 -0.2 -0.3
C 1.648 -1.620 -3.462 -1.7 -1.3 0.4
O 0.533 -2.103 -3.267 2.8 2.2 -0.3
O 2.150 -0.386 -3.034 -1.2 -0.4 -0.2
B 1.386 0.713 -2.677 0.0 -1.0 1.5
O 1.894 1.585 -1.745 0.4 -0.2 0.5
C 2.679 1.354 -0.618 -0.2 -1.3 1.3
C 3.431 2.587 -0.257 0.4 0.7 0.1
O 2.720 0.328 0.043 -0.4 1.6 -2.1
O 0.156 0.920 -3.212 -0.9 0.5 0.0
C -1.006 1.447 -2.653 -0.7 -1.2 4.8
C -1.852 2.057 -3.698 -0.4 0.4 -0.7
O -1.304 1.330 -1.431 1.6 0.5 -4.9
H 3.667 -1.783 -4.026 -0.2 -0.4 -0.3
H 2.852 -3.396 -3.929 -0.4 0.7 -0.1
H 2.447 -2.273 -5.274 0.3 -0.1 0.4
H 2.987 3.457 -0.736 0.1 0.0 0.0
H 3.523 2.788 0.821 -0.3 -0.5 -0.4
H 4.455 2.455 -0.624 -0.1 0.1 -0.1
H -1.549 1.608 -4.651 -0.2 0.4 0.1
H -2.939 1.925 -3.549 0.7 -0.1 0.3
H -1.651 3.145 -3.691 0.0 -0.4 -0.2
C -0.443 1.741 5.720 0.0 0.1 0.3
C -0.491 0.936 4.447 0.2 -0.1 0.1
C -1.621 0.186 4.142 0.2 0.2 0.0
C -1.702 -0.582 2.980 0.2 0.6 0.1
C -0.653 -0.522 2.051 0.1 -1.2 0.6
C -0.597 -1.234 0.713 0.4 0.4 0.0
N -1.733 -1.832 0.116 -1.3 -0.9 1.2
C -1.471 -2.748 -0.938 0.4 0.4 0.2
C -3.078 -1.572 0.507 -0.3 -0.5 -0.3
C 0.517 0.167 2.400 -0.4 0.3 0.1
C 0.606 0.884 3.583 -0.7 -0.1 -0.1
H 0.546 2.207 5.856 -0.4 -0.1 0.0
H -1.208 2.540 5.726 0.3 -0.3 0.0
H -0.637 1.084 6.588 0.1 0.4 -0.3
H -2.458 0.262 4.831 0.0 -0.3 -0.1
H -2.621 -1.137 2.817 0.4 0.0 -0.1
H 0.313 -1.875 0.607 -0.7 0.2 0.4
H -0.494 -0.438 0.039 1.6 1.8 -1.0
H -2.431 -3.055 -1.345 0.2 -0.3 -0.3
H -0.857 -2.243 -1.687 -0.2 -0.4 -0.2
H -0.896 -3.599 -0.550 -0.1 -0.4 -0.3
H -3.683 -1.812 -0.370 -0.3 0.4 0.1
H -3.433 -2.264 1.288 -0.2 0.2 0.2
H -3.268 -0.536 0.822 0.1 -0.3 -0.2
H 1.345 0.182 1.704 0.0 -0.1 0.1
H 1.492 1.451 3.827 0.2 0.0 0.0
```
Forces are in eV/Å.

***

No. 4
Computed, not measured: a structure of composition C16H24CaClO16 at a distorted geometry, with ωB97M-V/def2-TZVPD.

**Net charge**: +1
**Orbital gap**: 6.23 eV
**Max |F|**: 3.2 eV Å⁻¹
**LUMO**: -6.205 eV

XYZ file:
```
58
Properties=species:S:1:pos:R:3:forces:R:3
Ca -0.037 2.424 -4.374 1.8 -1.4 2.2
Cl 0.557 -0.418 -2.763 0.7 -0.4 0.2
O 1.387 0.767 -3.058 0.0 0.8 -0.7
O 0.843 -1.450 -3.694 -0.3 0.2 -0.2
O 0.783 -0.854 -1.432 -0.2 0.3 0.1
O -0.802 0.089 -2.920 -1.0 0.7 -0.6
C -1.332 -4.196 -4.529 0.4 -0.1 -1.6
C -1.701 -4.608 -3.144 0.2 0.5 -0.2
C -2.168 -3.474 -2.264 -1.1 0.7 0.3
O -3.085 -4.126 -1.361 0.8 -0.3 0.1
C -3.444 -5.315 -1.924 0.2 0.5 0.2
O -4.172 -6.089 -1.416 -0.5 -0.4 0.1
O -2.847 -5.459 -3.128 0.2 -0.3 -0.1
H -2.160 -3.758 -5.092 -0.2 0.1 0.3
H -0.984 -5.014 -5.167 -0.2 -0.3 0.4
H -0.492 -3.502 -4.581 -0.1 0.2 0.5
H -0.862 -5.130 -2.674 -0.1 -0.1 0.1
H -2.813 -2.730 -2.745 0.4 -0.1 -0.6
H -1.380 -2.911 -1.766 0.0 -0.4 0.4
C 2.962 4.699 1.129 -0.1 -1.0 -0.3
C 1.969 5.039 0.037 0.5 -0.1 0.1
C 2.504 6.076 -0.960 0.4 0.5 1.6
O 2.323 5.492 -2.248 -0.1 0.0 -0.1
C 2.000 4.215 -2.092 -0.5 0.7 0.3
O 1.825 3.476 -3.048 -1.1 -0.3 -0.9
O 1.800 3.869 -0.847 0.1 -0.1 -0.1
H 3.397 5.568 1.615 -0.2 0.1 0.0
H 3.753 4.097 0.670 0.2 0.3 0.0
H 2.504 4.029 1.855 -0.1 0.3 0.2
H 0.987 5.241 0.463 -0.1 0.2 -0.2
H 3.561 6.266 -0.763 0.1 -0.4 -0.4
H 2.043 7.050 -0.791 -0.5 -0.1 -0.8
C 2.029 -3.136 3.714 1.1 0.2 0.9
C 1.146 -1.992 3.285 -1.2 -0.4 -0.8
C -0.072 -2.442 2.409 1.1 -0.3 0.1
O -1.179 -1.931 3.104 -1.0 -0.1 -0.3
C -0.852 -1.483 4.345 0.9 -0.7 -0.9
O -1.636 -1.197 5.174 -0.2 0.5 0.4
O 0.498 -1.464 4.452 0.0 0.5 0.3
H 2.046 -3.989 3.041 -0.1 0.1 -0.1
H 1.733 -3.444 4.720 -0.5 -0.3 -0.3
H 3.065 -2.851 3.928 0.0 0.2 -0.5
H 1.601 -1.184 2.711 0.6 0.1 0.6
H -0.081 -3.530 2.298 -0.4 0.0 0.4
H -0.033 -2.065 1.385 -0.1 0.4 0.1
C -2.388 0.713 0.713 1.8 -1.0 0.1
C -1.454 1.343 1.715 -1.5 0.8 0.3
C -0.005 1.471 1.288 -0.3 -0.9 -0.3
O 0.382 2.726 1.819 0.7 0.2 -0.1
C -0.707 3.425 2.224 -0.9 -0.7 0.2
O -0.673 4.444 2.827 0.3 0.5 -0.3
O -1.831 2.748 1.890 0.7 0.2 0.0
H -2.102 1.053 -0.284 -0.7 0.4 -0.1
H -3.429 0.760 1.005 -0.1 0.2 -0.2
H -2.050 -0.334 0.709 -0.5 -0.1 0.0
H -1.650 0.936 2.711 0.5 -0.4 -0.1
H 0.068 1.392 0.197 0.0 0.7 0.0
H 0.652 0.671 1.628 0.0 0.2 0.5
```
Forces are in eV/Å.